Computed, not measured: one molecule with the formula C2H5ClFN3 in a non-equilibrium geometry, with ωB97M-V/def2-TZVPD.

The spin multiplicity is 1. For the HOMO energy, the calculation gives -0.3475 Ha. The value obtained for the lowest unoccupied orbital energy is 0.73 eV. Its relative energy (zero: lowest compared OMol25 entry of this formula, charge and spin) is 214.5 kJ/mol. As for the SMILES: [H]/N=C(/NN)[C@H](F)Cl. The total energy is -803.41677 hartree. The calculation puts the HOMO-LUMO gap at 10.183 eV.

Each line ends with the Mulliken charge.
Positions of all 12 atoms, in Å:
C 0.199 0.328 0.163  0.20
C -1.030 0.274 0.972  0.40
H 1.758 -1.402 -0.679  0.32
H 1.180 -0.490 -2.257  0.28
H -1.161 -1.013 -1.173  0.29
H 1.174 1.740 1.040  0.26
H -0.825 -0.502 1.667  0.28
N 0.933 -1.306 -1.533  -0.67
N -0.137 -0.797 -0.736  -0.21
N 1.234 1.077 0.156  -0.65
F -2.253 0.220 0.486  -0.23
Cl -1.071 1.870 1.895  -0.27


Computed, not measured: one molecule with the formula C2H5ClN2O in a non-equilibrium geometry, with ωB97M-V/def2-TZVPD.

The spin multiplicity is 1. For the HOMO energy, the calculation gives -0.3569 Ha. The value obtained for the lowest unoccupied orbital energy is 0.69 eV. Its relative energy (zero: lowest compared OMol25 entry of this formula, charge and spin) is 182.2 kJ/mol. As for the SMILES: [H]/N=C(/CCl)NO. The total energy is -724.06671 hartree. The calculation puts the HOMO-LUMO gap at 10.400 eV.

Each line ends with the Mulliken charge.
Positions of all 11 atoms, in Å:
C -0.670 0.116 -0.273  0.38
C -0.186 0.982 0.823  -0.41
H 1.489 -2.069 0.085  0.34
H 0.865 -0.400 -1.450  0.25
H -1.750 -0.643 -1.520  0.31
H -0.038 0.298 1.717  0.25
H -0.800 1.771 1.143  0.41
N 0.330 -0.783 -0.709  -0.31
N -1.807 0.121 -0.818  -0.62
O 1.165 -1.170 0.373  -0.41
Cl 1.401 1.776 0.629  -0.19